1.
53
Properties=species:S:1:pos:R:3 method="wB97M-V/def2-TZVPD" multiplicity=5 homo_ev="-11.1 / -11.5" charge=+1 homo_lumo_gap_ha="0.24878 / 0.17883" max_force_ev_per_a=6.17 s_squared=6.024
C 2.04 -0.15 2.92
C 2.22 -0.84 1.69
C 1.96 0.05 0.62
H 2.56 -1.87 1.57
C 1.60 1.33 1.19
C 1.66 1.19 2.63
H 1.40 2.24 0.64
C -1.08 -1.55 3.43
C -0.02 -2.33 2.91
C -0.18 -2.44 1.50
H 0.77 -2.79 3.50
C -1.34 -1.68 1.12
C -1.92 -1.16 2.34
H 2.05 -0.16 -0.44
H 1.53 2.00 3.34
H 2.18 -0.55 3.92
H -2.87 -0.63 2.37
H 0.44 -3.00 0.79
H -1.27 -1.32 4.48
Pd -0.12 0.01 1.69
C -1.89 -1.44 -0.27
C -3.40 -1.68 -0.24
C -1.20 -2.34 -1.30
H -3.60 -2.73 0.03
H -3.81 -1.48 -1.24
H -3.90 -1.02 0.48
H -1.33 -3.39 -1.02
H -0.13 -2.11 -1.37
H -1.66 -2.17 -2.28
C -1.54 0.05 -0.59
C -2.09 0.59 -1.88
H -0.44 0.14 -0.63
H -1.92 0.71 0.21
O -3.06 0.07 -2.42
N -1.49 1.69 -2.44
C -0.33 2.41 -1.94
H -1.97 2.07 -3.24
C 0.98 1.82 -2.40
C 2.17 2.47 -2.05
H 2.10 3.40 -1.49
C 3.41 1.93 -2.41
H 4.32 2.44 -2.11
C 3.46 0.75 -3.17
H 4.43 0.33 -3.45
C 2.28 0.12 -3.56
H 2.30 -0.79 -4.16
C 1.04 0.66 -3.19
H 0.11 0.19 -3.52
H -0.36 2.44 -0.83
H -0.41 3.45 -2.29
O -1.28 2.08 5.21
N -1.34 1.29 4.27
O -1.09 1.68 3.08



2.
125
Properties=species:S:1:pos:R:3 method="wB97M-V/def2-TZVPD" multiplicity=1 homo_ev=-2.2 charge=-1 homo_lumo_gap_ha=0.08599 max_force_ev_per_a=0.85
N -1.56 2.00 -3.06
N -2.72 1.12 -3.38
C -3.84 1.54 -3.29
O -4.95 2.00 -3.22
H -1.88 2.94 -3.31
C -6.57 2.27 1.91
C -5.96 2.06 0.67
C -4.98 2.92 0.22
C -4.61 4.01 1.00
C -5.23 4.23 2.24
C -6.21 3.35 2.69
C -4.88 5.41 3.08
O -5.42 5.60 4.15
C -3.86 6.36 2.57
C -3.56 7.49 3.31
C -2.60 8.38 2.86
C -1.94 8.15 1.66
C -2.24 7.02 0.91
C -3.21 6.13 1.36
C -3.54 4.93 0.51
O -2.96 4.74 -0.53
H -7.34 1.59 2.26
H -6.25 1.22 0.06
H -4.51 2.74 -0.74
H -6.67 3.52 3.65
H -4.08 7.66 4.24
H -2.37 9.27 3.44
H -1.19 8.84 1.31
H -1.74 6.83 -0.02
C 1.07 9.73 10.52
C 0.57 8.97 11.57
C -0.65 8.32 11.45
C -1.38 8.44 10.27
C -0.89 9.22 9.22
C 0.34 9.85 9.35
C -1.68 9.40 7.97
O -1.25 10.07 7.05
C -3.00 8.73 7.88
C -3.78 8.92 6.74
C -5.01 8.30 6.63
C -5.47 7.47 7.65
C -4.71 7.28 8.79
C -3.47 7.91 8.91
C -2.68 7.72 10.15
O -3.08 7.00 11.05
H 2.02 10.23 10.61
H 1.14 8.88 12.49
H -1.04 7.72 12.26
H 0.71 10.45 8.52
H -3.41 9.56 5.95
H -5.61 8.45 5.74
H -6.43 6.98 7.55
H -5.06 6.64 9.59
C 2.75 -5.87 -2.83
C 1.93 -5.38 -1.81
C 1.45 -4.09 -1.87
C 1.79 -3.26 -2.94
C 2.62 -3.74 -3.94
C 3.09 -5.05 -3.89
C 3.03 -2.87 -5.08
O 3.75 -3.30 -5.96
C 2.54 -1.47 -5.09
C 2.95 -0.63 -6.12
C 2.50 0.68 -6.16
C 1.62 1.15 -5.19
C 1.20 0.32 -4.16
C 1.66 -0.99 -4.10
C 1.24 -1.87 -2.98
O 0.48 -1.49 -2.12
H 3.12 -6.88 -2.78
H 1.68 -6.02 -0.97
H 0.81 -3.70 -1.09
H 3.73 -5.42 -4.68
H 3.63 -1.00 -6.87
H 2.83 1.34 -6.95
H 1.26 2.17 -5.22
H 0.51 0.72 -3.42
C 3.25 -5.07 -8.98
C 3.07 -4.48 -10.22
C 1.79 -4.38 -10.76
C 0.70 -4.87 -10.06
C 0.89 -5.48 -8.82
C 2.17 -5.57 -8.28
C -0.25 -6.06 -8.06
O -0.09 -6.59 -6.98
C -1.61 -5.98 -8.68
C -2.69 -6.55 -8.02
C -3.96 -6.47 -8.57
C -4.15 -5.81 -9.78
C -3.08 -5.24 -10.44
C -1.81 -5.33 -9.90
C -0.66 -4.73 -10.65
O -0.83 -4.16 -11.70
H 4.24 -5.14 -8.55
H 3.92 -4.10 -10.77
H 1.64 -3.91 -11.72
H 2.31 -6.03 -7.31
H -2.53 -7.05 -7.08
H -4.80 -6.92 -8.05
H -5.15 -5.74 -10.20
H -3.22 -4.72 -11.38
C 4.85 -2.73 2.65
C 5.83 -2.71 3.63
C 6.35 -3.90 4.13
C 5.87 -5.11 3.64
C 4.87 -5.13 2.67
C 4.37 -3.93 2.17
C 4.31 -6.41 2.16
O 3.44 -6.42 1.31
C 4.84 -7.68 2.74
C 4.30 -8.89 2.32
C 4.79 -10.08 2.83
C 5.82 -10.07 3.76
C 6.36 -8.87 4.18
C 5.87 -7.67 3.68
C 6.45 -6.38 4.17
O 7.35 -6.37 4.98
H 4.46 -1.80 2.26
H 6.20 -1.77 4.01
H 7.11 -3.90 4.89
H 3.60 -3.96 1.40
H 3.50 -8.89 1.60
H 4.36 -11.02 2.51
H 6.21 -11.00 4.16
H 7.17 -8.84 4.91



3.
12
Properties=species:S:1:pos:R:3 method="wB97M-V/def2-TZVPD" multiplicity=1 homo_ev=-8.5 homo_lumo_gap_ha=0.33927 max_force_ev_per_a=0.66 de_lowest_kcal_mol=99.2
N 1.45 -0.96 -2.00
C 1.04 -0.06 -1.10
C -0.46 1.36 0.78
C -1.21 0.36 1.12
O -2.40 -0.21 1.34
C 0.21 0.07 1.08
O 0.74 -0.74 0.01
H 1.46 -1.96 -1.82
H 1.72 -0.64 -2.91
H -0.30 2.37 0.42
H -3.09 0.44 1.13
H 0.82 -0.10 1.96